C47H43O2P2V | ωB97M-V with the def2-TZVPD basis set

Calculated values
E_HOMO (alpha / beta): -7.60 / -8.04 eV
HOMO-LUMO gap (alpha / beta): 8.17 / 8.56 eV
expectation value of S²: 2.034
maximum force: 0.030 hartree/bohr
2S+1: 3

Each line ends with the Mulliken charge.
CARTESIAN COORDINATES (ANGSTROEM)
V  0.649  0.441  0.298  -1.25
C  1.177  2.316  1.499  1.09
C  2.119  2.144  0.436  1.44
C  2.815  0.934  0.657  -0.33
C  2.347  0.388  1.891  0.21
C  1.359  1.262  2.412  1.30
C  0.789  1.228  3.796  -1.89
C  3.069  -0.633  2.723  -1.62
C  4.048  0.494  -0.084  -1.78
C  2.583  3.267  -0.446  -1.50
C  0.269  3.489  1.735  -1.86
H  1.311  1.972  4.402  0.50
H  0.926  0.258  4.270  0.41
H  -0.273  1.474  3.822  0.33
H  3.482  -0.135  3.603  0.35
H  3.907  -1.076  2.184  0.63
H  2.430  -1.436  3.080  0.10
H  4.948  0.795  0.460  0.31
H  4.094  0.948  -1.075  0.44
H  4.094  -0.588  -0.226  0.28
H  3.136  2.928  -1.312  0.42
H  3.250  3.903  0.142  0.37
H  1.769  3.891  -0.806  0.31
H  -0.784  3.191  1.759  0.25
H  0.389  4.251  0.965  0.41
H  0.495  3.951  2.700  0.41
O  -2.479  0.772  2.867  -0.77
C  -1.684  0.016  2.355  -0.32
O  -1.246  0.099  1.117  0.64
C  -1.081  -1.127  3.144  -0.22
C  -1.395  -1.244  4.488  -0.61
C  -0.800  -2.230  5.260  -0.86
C  0.116  -3.101  4.681  -0.68
C  0.418  -3.004  3.326  0.23
C  -0.179  -2.020  2.541  0.42
P  0.048  -1.846  0.715  2.95
C  -1.576  -2.616  0.238  0.42
C  -1.995  -3.742  0.957  -0.67
C  -3.202  -4.369  0.676  -0.93
C  -4.022  -3.882  -0.334  -0.77
C  -3.624  -2.763  -1.049  -1.04
C  -2.417  -2.135  -0.761  -0.10
C  1.181  -3.244  0.287  0.27
C  0.796  -4.484  -0.219  -1.20
C  1.749  -5.439  -0.557  -0.72
C  3.102  -5.172  -0.397  -0.71
C  3.502  -3.932  0.088  -0.85
C  2.545  -2.982  0.413  0.68
H  -2.105  -0.541  4.913  0.50
H  -1.043  -2.318  6.315  0.39
H  0.589  -3.870  5.283  0.45
H  1.112  -3.704  2.879  0.55
H  -1.375  -4.139  1.755  0.60
H  -3.504  -5.234  1.256  0.43
H  -4.967  -4.366  -0.552  0.39
H  -4.254  -2.369  -1.841  0.45
H  -2.141  -1.255  -1.309  0.57
H  -0.248  -4.711  -0.377  0.41
H  1.428  -6.396  -0.954  0.42
H  3.840  -5.919  -0.660  0.36
H  4.557  -3.703  0.197  0.45
H  2.848  -2.004  0.750  -0.70
C  -4.673  3.962  -0.482  -0.72
C  -4.595  2.601  -0.742  -0.67
C  -3.367  2.010  -1.011  -0.62
C  -2.209  2.779  -1.031  0.32
C  -2.288  4.142  -0.735  -0.45
C  -3.516  4.734  -0.471  -0.84
P  -0.599  1.993  -1.275  1.78
C  0.139  2.871  -2.749  0.92
C  1.331  2.376  -3.290  -0.33
C  1.866  2.912  -4.449  -0.94
C  1.220  3.959  -5.102  -0.68
C  0.033  4.448  -4.587  -0.66
C  -0.505  3.906  -3.419  -1.12
C  -0.749  0.419  -2.139  -0.30
C  -1.467  0.138  -3.301  -0.60
C  -1.138  -0.996  -4.017  -1.14
C  -0.055  -1.775  -3.599  -0.97
C  0.655  -1.464  -2.446  -0.43
C  0.299  -0.370  -1.631  1.59
H  -5.632  4.420  -0.273  0.39
H  -5.492  1.993  -0.723  0.46
H  -3.306  0.939  -1.188  0.15
H  -1.386  4.743  -0.705  0.52
H  -3.569  5.793  -0.250  0.44
H  1.821  1.541  -2.814  0.57
H  2.789  2.506  -4.850  0.43
H  1.636  4.377  -6.013  0.39
H  -0.491  5.251  -5.094  0.43
H  -1.445  4.294  -3.053  0.41
H  -2.247  0.811  -3.648  0.48
H  -1.683  -1.257  -4.918  0.41
H  0.235  -2.640  -4.185  0.42
H  1.494  -2.097  -2.183  0.63